98
Properties=species:S:1:pos:R:3:forces:R:3 method="wB97M-V/def2-TZVPD" lumo_energy_ev="-3.54 / -5.29" s2=6.037 largest_force_ev_per_a=1.76 spin_multiplicity=5 e_tot_ha=-4918.7636 homo_lumo_gap_ev="6.15 / 4.41" de_lowest_ev=2.770 total_charge=+1 homo_energy_ev="-9.694 / -9.705"
Os 0.365824 0.812485 1.194783 0.1 0.8 0.1
C 1.755504 1.364119 -2.902070 0.2 -0.1 0.2
C 2.977629 0.550174 -2.530515 -0.1 0.0 0.0
C 3.102366 0.256070 -1.054255 0.0 0.3 -0.4
Sb 1.450315 -1.164481 -0.224808 0.3 -1.7 0.5
C 1.794637 -2.566405 -1.828064 0.2 0.1 -0.6
C 3.097310 -2.891802 -2.216602 -0.3 0.0 0.0
C 3.310823 -3.752084 -3.291635 -0.1 0.0 0.0
C 2.230000 -4.279895 -3.993350 0.0 0.0 0.1
C 0.929374 -3.962587 -3.613547 0.1 0.1 0.1
C 0.709385 -3.112139 -2.532794 0.4 0.0 -0.1
C -0.205615 -2.629020 0.391153 0.3 0.1 0.1
C -1.388147 -2.214117 0.967343 -0.1 -0.3 0.0
C -2.257233 -3.148646 1.521229 0.0 -0.1 0.0
C -1.920999 -4.496541 1.512890 -0.1 0.1 0.0
C -0.726076 -4.906144 0.936311 0.1 0.0 -0.1
C 0.135589 -3.971158 0.368105 -0.1 -0.2 0.1
Sb -0.082216 0.137024 -2.728649 -0.4 0.3 -0.6
C -0.484439 0.097282 -4.795440 0.1 -0.1 -0.3
C 0.592241 -0.249300 -5.628825 -0.3 0.1 0.0
C 0.422774 -0.260748 -7.005789 -0.1 0.0 0.0
C -0.812820 0.074904 -7.554111 0.0 0.0 0.0
C -1.881496 0.415799 -6.731994 0.1 0.0 0.1
C -1.728119 0.418481 -5.349776 0.3 0.0 -0.1
C -2.099202 -0.218195 -2.050129 0.1 -0.2 0.0
C -2.706293 -1.226726 -2.804821 -0.1 0.1 0.3
C -3.967731 -1.693999 -2.448123 0.1 0.0 0.0
C -4.611143 -1.171005 -1.335342 0.0 0.0 0.1
C -3.993605 -0.183044 -0.576184 0.0 0.0 0.0
C -2.731881 0.285791 -0.920573 -0.2 -0.1 -0.1
H 1.729508 1.655132 -3.950441 0.0 0.0 0.0
H 1.622082 2.229645 -2.261676 0.0 0.0 0.0
H 3.866314 1.127188 -2.829394 0.0 0.0 0.0
H 3.014220 -0.374983 -3.110122 0.1 0.0 0.0
H 2.995780 1.148634 -0.446409 0.0 0.1 0.2
H 4.008302 -0.272670 -0.784221 0.0 -0.2 0.0
H 3.951759 -2.495728 -1.674084 -0.1 0.0 -0.1
H 4.326239 -4.006832 -3.582361 -0.1 0.0 0.0
H 2.402293 -4.950009 -4.829200 0.0 0.1 0.1
H 0.084668 -4.384288 -4.150684 0.1 0.0 0.1
H -0.306520 -2.915356 -2.211907 0.0 0.0 0.0
H -1.654524 -1.175521 1.014430 -0.1 0.4 0.0
H -3.184055 -2.814156 1.976138 0.1 0.0 0.0
H -2.584538 -5.226932 1.964886 0.1 0.1 -0.1
H -0.452219 -5.955682 0.932987 0.0 0.1 0.0
H 1.065938 -4.302329 -0.071243 0.0 -0.1 0.0
H 1.558133 -0.519619 -5.209490 -0.1 0.0 0.0
H 1.251415 -0.527227 -7.651726 -0.1 0.0 0.0
H -0.942026 0.072476 -8.631141 0.0 0.0 0.1
H -2.839819 0.683768 -7.164663 0.1 0.0 0.0
H -2.567550 0.686390 -4.721248 0.0 0.0 0.0
H -2.214627 -1.644474 -3.674680 0.0 0.0 0.0
H -4.442655 -2.466390 -3.044773 0.1 0.1 0.1
H -5.590503 -1.541198 -1.052308 0.1 0.1 0.0
H -4.485984 0.224646 0.300956 0.0 0.0 -0.1
H -2.279283 1.034696 -0.287506 0.1 0.0 0.1
S 5.676614 -0.561059 5.990191 0.1 0.1 0.1
C 4.576024 -0.798975 4.817150 -0.2 0.0 -0.1
S 2.949473 -0.233024 4.886841 -0.2 -0.4 0.3
C 2.404588 -0.822846 3.334074 -0.3 0.0 0.1
C 3.310820 -1.494858 2.616778 0.3 0.0 -0.3
S 3.168742 -2.331171 1.078001 -0.2 0.0 0.1
S 4.906793 -1.626639 3.331625 0.1 -0.1 -0.2
S 0.697937 -0.496485 3.041517 -0.1 0.0 0.0
C -0.492224 4.143774 2.386898 0.0 0.0 -0.2
P -0.156514 2.431146 2.849750 0.4 -0.2 0.3
C 1.305447 2.647817 3.919644 0.1 -0.1 0.0
C 1.219349 3.072741 5.244870 0.0 0.0 0.0
C 2.373966 3.261568 5.998382 -0.1 0.0 0.0
C 3.622309 3.049130 5.432750 0.1 0.1 -0.1
C 3.723498 2.649401 4.106227 -0.1 0.3 -0.1
C 2.570885 2.442236 3.358546 -0.1 0.4 0.2
C -1.593487 1.920903 3.824871 0.0 -0.1 -0.1
C -1.497804 1.188507 5.005875 -0.1 0.0 0.1
C -2.647347 0.678220 5.602005 0.1 0.0 0.0
C -3.889871 0.881924 5.017983 0.0 0.0 0.0
C -3.991470 1.610334 3.839647 0.0 0.0 0.0
C -2.848727 2.125080 3.242980 -0.1 0.1 0.0
H -0.555503 4.721433 3.304895 0.0 0.1 0.1
H -1.410359 4.244724 1.824302 -0.1 0.0 0.0
H 0.338147 4.507034 1.785582 0.1 0.1 0.0
H 0.248709 3.257376 5.696101 0.1 0.0 0.0
H 2.295253 3.574562 7.033274 0.0 0.0 -0.1
H 4.519194 3.191665 6.026728 -0.1 0.0 -0.1
H 4.698128 2.489511 3.659821 -0.1 0.0 0.0
H 2.655962 2.113789 2.331396 0.0 -0.1 -0.2
H -0.533485 1.008362 5.461002 0.0 0.0 0.0
H -2.566118 0.114239 6.523954 0.0 0.0 -0.1
H -4.780888 0.473109 5.481684 0.1 0.0 0.0
H -4.961858 1.782102 3.387582 0.1 0.0 0.0
H -2.938838 2.695657 2.320928 0.0 -0.1 0.1
O -0.265235 2.247412 -0.263426 0.1 0.1 1.1
N -0.634581 2.302016 -1.490205 0.3 -0.6 -0.2
C -1.594982 3.108896 -1.741485 -1.1 1.0 -0.8
C -1.962900 3.302468 -3.129344 -0.1 0.0 0.4
N -2.271111 3.471098 -4.224632 0.1 -0.1 0.2
C -2.343256 3.783116 -0.696979 0.5 -0.2 -0.4
N -2.934413 4.270386 0.157652 -0.1 0.0 -0.1